An isolated molecule of C19H24N2O5S in a non-equilibrium geometry, computed with wB97M-V/def2-TZVPD.

Structure (XYZ):
```
51
Properties=species:S:1:pos:R:3:forces:R:3
S 2.7243 -2.8244 0.1220 0.3278 -0.3084 -0.0139
O 3.4375 -3.6422 1.0665 -0.1059 0.0129 0.3461
O -0.9039 -1.6506 0.2245 -0.2210 -0.0615 0.2251
O 3.0355 -3.0093 -1.2774 -0.0482 0.0867 -0.2602
O 0.3267 0.0018 2.6871 -0.2821 0.0574 0.2507
O -3.7349 2.8018 3.3528 0.2695 -0.2047 -0.0241
N 0.4614 -1.8323 -1.5792 0.2069 0.1312 -0.3640
N 1.1315 0.4933 0.6917 -0.5804 0.5962 0.1377
C 1.4195 -0.7701 2.4978 0.8409 -0.1985 -0.7933
C -0.8999 1.6673 1.4147 -0.6297 0.3231 0.2657
C 1.7441 -0.1215 -3.6885 -0.1245 0.1586 -0.1022
C 1.9213 -0.4687 1.2585 -0.5430 0.0603 1.2851
C -1.0281 2.4010 0.2340 0.0583 -0.0933 0.0636
C -0.3652 -1.3612 -3.8337 -0.1102 -0.0109 -0.0242
C -2.0827 3.2772 0.0961 0.1152 -0.0717 -0.0152
C -0.1550 -0.8185 -2.4103 -0.3365 0.2386 0.0980
C -4.8375 3.6718 3.2686 -0.1718 0.1435 -0.0174
C -2.8881 2.7169 2.2912 0.1145 0.0059 -0.1222
C 1.8627 -1.7166 3.5502 -0.2414 0.3181 0.0661
C -1.8260 1.8267 2.4361 -0.0088 0.0508 -0.0857
C 0.7953 0.3675 -2.5985 0.1150 -0.1058 0.0534
C -3.0134 3.4441 1.1115 -0.2494 0.0382 0.2601
C 0.1942 0.7348 1.5642 1.0105 -0.2916 -0.7636
C 3.0607 -1.0616 0.5408 -0.3370 -0.7001 -0.0944
C 0.9447 -3.1740 0.3306 0.5783 0.4898 0.1553
C 0.0634 -2.1244 -0.3359 -0.0131 -0.2281 -0.0292
C 0.8156 -0.8389 -4.6747 0.1074 -0.0423 -0.1102
H -1.0849 -0.5367 -1.9122 0.0991 -0.0421 -0.0854
H -4.5208 4.7126 3.1442 -0.0129 -0.0457 -0.0115
H 2.4695 -0.8224 -3.2722 0.1111 -0.0164 0.0362
H 1.3296 -1.6445 -5.1959 -0.0102 0.0113 -0.1123
H 2.2924 0.6924 -4.1606 0.1198 -0.0293 0.0227
H -0.3009 2.2643 -0.5478 0.0959 -0.0010 -0.1394
H 0.8159 -4.1453 -0.1440 0.1581 -0.0749 -0.0554
H 1.0019 -2.2329 3.9715 -0.0079 -0.1306 0.0330
H 2.5567 -2.4409 3.1300 0.0157 -0.0447 0.0254
H 0.7290 -3.2516 1.3913 -0.0370 0.0630 -0.0021
H 0.4565 -0.1335 -5.4246 0.0277 -0.0083 -0.0491
H -1.7417 1.2629 3.3508 -0.0023 -0.0677 0.1157
H -0.3991 -2.4498 -3.8177 -0.1014 -0.0186 0.0008
H -2.1935 3.8476 -0.8143 0.0034 0.0385 -0.0723
H -3.8267 4.1382 0.9700 -0.0785 0.0481 0.0265
H 3.9670 -1.0995 1.1401 0.0998 -0.1348 -0.0492
H 2.3579 -1.1801 4.3604 0.0375 -0.0381 0.0734
H 1.3237 -2.2424 -1.9189 -0.1190 -0.0905 0.0717
H -1.3134 -1.0058 -4.2342 -0.0432 -0.0391 -0.0078
H -5.3664 3.5686 4.2148 0.0046 0.0422 -0.0869
H 0.2271 1.2265 -2.9576 -0.0527 0.0967 -0.0407
H 1.2870 0.6336 -1.6647 -0.0903 0.0863 -0.0400
H 3.2368 -0.5454 -0.3978 0.0070 -0.0179 -0.0610
H -5.5075 3.3943 2.4486 0.0345 0.0190 0.0207
```
Forces are in eV/Å.

* HOMO level: -8.32 eV
* LUMO: 0.570 eV
* gap between HOMO and LUMO: 0.327 Ha
* charge: 0
* SMILES: COc1cccc(-c2nc(CS(=O)(=O)CC(=O)NC3CCCC3)c(C)o2)c1

=====

A cluster of 4 separate species, C19H24N3O5 in total in a non-equilibrium geometry, computed with wB97M-V/def2-TZVPD.

Structure (XYZ):
```
51
Properties=species:S:1:pos:R:3:forces:R:3
O 0.9654 -1.1424 3.0942 -0.3805 -0.2876 -2.3228
O -2.0778 -2.7628 6.1633 4.4491 1.0561 -4.4802
O 1.1040 -2.4372 1.0302 -0.9134 0.4200 4.9570
O 0.1085 -3.2136 3.1156 0.9598 2.2187 -2.2901
O 0.2428 -2.7062 6.1141 -2.5425 0.5266 -2.9267
N 2.9167 1.5610 -4.7674 0.1201 0.0359 -0.0866
N 0.0875 1.0201 -0.7517 0.1992 0.1544 -0.0545
N -2.4223 -1.1623 -1.0013 0.0934 0.0590 -0.1285
C 3.3519 1.4883 -6.0637 -0.0437 0.0001 -0.0200
C -3.2884 -0.0329 3.4185 0.1584 -0.0195 -0.6590
C -1.4470 -2.1249 -1.0017 0.0840 -0.1495 0.1726
C -2.3276 0.8508 4.3523 -0.7237 0.0372 -0.4479
C -0.4516 -0.8493 3.3982 0.1477 -0.5400 -0.0986
C -0.8684 -2.6218 5.4732 -1.3085 -1.0573 4.9909
C -0.7787 0.3652 4.3798 0.3101 0.6586 0.4774
C 4.2235 2.5288 -6.2773 -0.0602 -0.1856 -0.1866
C 2.2139 1.1715 -1.3644 -0.0925 -0.2585 -0.1191
C -3.0102 -1.1094 -2.2386 -0.1394 0.0704 -0.1406
C 0.7934 -2.2970 2.2270 -0.2188 -0.3087 0.9003
C 4.3215 3.2521 -5.0627 -0.0499 0.0230 0.2008
C -2.4088 -2.0541 -3.0333 -0.1982 0.2215 -0.0265
C 1.1163 0.3452 -1.3509 -0.0279 -0.0936 -0.0742
C 1.8314 2.3923 -0.7546 -0.1794 0.2288 0.0970
C -0.8376 -2.3590 3.8688 -2.2025 0.0527 -0.5964
C 3.5063 2.6291 -4.1490 0.0010 0.0873 0.0473
C -1.4183 -2.6981 -2.2491 0.1201 0.0336 0.2236
C 0.5130 2.2708 -0.3898 -0.0062 0.0147 0.0518
H -0.8606 -2.3187 -0.1154 -0.0098 -0.0465 -0.1527
H 2.4514 3.2636 -0.6007 -0.0687 -0.0714 0.0200
H 3.0037 0.7057 -6.7209 0.0482 0.0935 0.0435
H -2.6688 -0.5831 -0.2141 -0.0973 -0.2503 -0.0529
H -0.5279 0.1644 5.4813 -0.1171 -0.1790 -1.7997
H -2.9083 -0.0440 2.3216 -0.5103 0.1295 1.7073
H 4.7345 2.7444 -7.2044 -0.0506 -0.0388 0.0806
H -0.7570 -3.4921 -2.5633 -0.0561 0.0760 0.0745
H -2.3863 1.9422 3.9666 0.1909 -1.7274 0.6688
H -1.8322 -2.6682 3.3618 1.3253 0.6218 1.3547
H 2.2638 0.9260 -4.3346 0.1017 0.1616 0.0520
H -2.7764 0.8451 5.4163 0.8853 -0.0830 -1.6972
H -0.1571 2.9638 0.0963 0.1026 -0.0536 -0.0200
H -0.8200 -0.5474 2.3399 -0.1851 -0.6838 1.7796
H -3.8038 -0.4070 -2.4448 0.0720 -0.0902 -0.0070
H -2.6537 -2.2590 -4.0653 0.0059 0.0378 0.1011
H -0.8382 0.6539 -0.6015 0.2172 -0.0250 -0.1467
H -4.3626 0.3939 3.3461 1.7476 -0.7684 0.4458
H -0.1585 1.2919 4.0734 -0.7361 -1.6884 0.2955
H 4.9223 4.1305 -4.8770 -0.0617 -0.0897 0.0002
H 0.9795 -0.6624 -1.7138 0.0175 0.0662 0.1283
H -3.2823 -1.1264 3.7574 -0.2941 1.6442 -0.2822
H 3.2944 2.8545 -3.1155 -0.0049 0.0076 -0.1603
H 3.1847 0.9245 -1.7690 -0.0779 -0.0412 0.1064
```
Forces are in eV/Å.

* HOMO level: -4.71 eV
* LUMO: 2.237 eV
* gap between HOMO and LUMO: 0.255 Ha
* charge: -1

=====

An isolated molecule of C19H24N4O2 in a non-equilibrium geometry, computed with wB97M-V/def2-TZVPD.

Structure (XYZ):
```
49
Properties=species:S:1:pos:R:3:forces:R:3
O 0.6758 0.9520 -0.3659 0.0667 0.0103 -0.1716
O -3.4666 2.7864 -0.8864 -0.0496 0.1094 -0.4979
N -0.4571 0.9465 1.4999 -0.2193 1.2485 -0.0846
N 4.9180 -1.3821 1.2931 0.2695 -0.1550 0.3040
N -3.2115 1.4328 0.9096 -0.2254 -0.2270 0.3035
N 0.1017 -0.2762 1.3490 0.6415 -1.1542 -0.3158
C -4.5991 -2.7457 0.3276 -0.0328 0.1839 -0.2513
C -1.8490 3.4173 0.7792 -0.0026 -0.1373 -0.2648
C 3.9245 -0.1380 -0.2899 0.3909 -0.0731 0.2294
C 3.0128 -1.1493 0.1436 0.0480 -0.3802 0.0750
C -3.0888 -0.7728 -0.1514 -0.3889 0.0472 -0.0974
C 4.9531 1.7055 -1.3924 -0.1032 0.1195 -0.1736
C 3.6547 -1.8703 1.1072 -0.3588 -0.0298 -0.2589
C 6.2198 0.5007 0.2812 0.1009 0.0247 0.0237
C 1.6025 -1.3345 -0.3324 0.3139 0.2624 0.0855
C 6.1213 1.5123 -0.6494 0.1308 -0.0354 0.1038
C -0.1086 1.6569 0.4772 -0.1351 -0.1336 0.4950
C -3.8456 -1.9638 -0.7456 0.2639 -0.0568 0.1351
C -0.4912 3.0548 0.1663 0.0901 0.1383 -0.0984
C -3.9970 0.3347 0.3894 0.0490 -0.1168 -0.1622
C -2.8607 -2.8853 -1.4640 -0.2555 0.1925 -0.0066
C 3.8545 0.8932 -1.2270 0.0475 0.0091 -0.0001
C 0.7671 -0.2531 0.2434 -0.4978 -0.2337 0.4223
C -2.9262 2.5229 0.1685 0.1061 0.2599 0.6266
C 5.1136 -0.3210 0.4566 -0.2054 0.3658 -0.4019
H 3.2964 -2.7073 1.6746 -0.0586 -0.1464 0.1176
H -2.1171 -3.2604 -0.7634 0.1185 -0.0760 0.0913
H 7.1222 0.3505 0.8554 0.1040 0.0139 0.0403
H -4.6340 -0.0423 1.1926 -0.0465 0.0185 -0.0945
H 1.2147 -2.2928 0.0103 -0.0877 0.0649 -0.0878
H -4.6220 0.7365 -0.4112 -0.0254 -0.0814 0.1217
H -2.4583 -0.3339 -0.9299 0.0945 0.0462 0.0140
H 0.2821 3.7272 0.5502 -0.0200 -0.0173 -0.0959
H -1.8125 3.2940 1.8605 0.0023 0.0575 0.0239
H -5.0753 -3.6205 -0.1096 -0.0797 -0.1121 0.0152
H 6.9615 2.1712 -0.8105 0.0751 0.0397 0.0039
H 2.9561 1.0517 -1.8044 -0.0744 0.0396 -0.0637
H -4.5675 -1.5856 -1.4779 0.0063 0.0074 -0.0080
H -3.3799 -3.7347 -1.9019 0.0004 -0.1349 -0.0595
H -2.3452 -2.3529 -2.2603 0.1003 0.0256 -0.0999
H -5.3726 -2.1374 0.7882 -0.1088 0.0051 0.1238
H -2.4339 -1.1231 0.6513 0.0858 -0.0344 -0.0129
H -3.9127 -3.0804 1.1025 0.0871 -0.0616 0.1290
H -2.0797 4.4537 0.5329 -0.0378 -0.0807 0.0465
H -0.5272 3.1675 -0.9198 0.0103 0.0553 0.0563
H 1.5585 -1.2781 -1.4218 -0.0617 -0.1373 0.0022
H 5.5919 -1.7439 1.9457 -0.0899 0.0425 -0.0762
H 4.9191 2.5113 -2.1109 -0.0139 0.0553 -0.0618
H -2.5827 1.2058 1.6701 -0.0245 0.1721 -0.1442
```
Forces are in eV/Å.

* HOMO level: -8.18 eV
* LUMO: 0.710 eV
* gap between HOMO and LUMO: 0.327 Ha
* charge: 0
* SMILES: CC(C)CCNC(=O)CCc1nnc(Cc2c[nH]c3ccccc23)o1

=====

An isolated molecule of C19H24N4O3 in a non-equilibrium geometry, computed with wB97M-V/def2-TZVPD.

Structure (XYZ):
```
50
Properties=species:S:1:pos:R:3:forces:R:3
O 2.4448 4.6743 -0.4683 0.0872 0.0880 -0.0443
O 4.3211 3.9517 -1.2243 -0.0667 0.1048 0.0274
O -2.6132 1.8855 0.9424 -0.1808 -0.0325 0.0898
N 2.2279 -1.5210 0.8696 0.0795 -0.0900 0.2001
N 3.2551 3.7589 -0.6582 0.3455 0.8560 -0.3812
N 1.6531 -3.8666 -0.6874 -0.0901 -0.2138 -0.1112
N 0.8383 3.0712 0.7802 -0.1335 0.5350 -0.1917
C -4.7869 1.0300 0.9631 0.1854 0.0812 0.0226
C 2.9954 -3.3270 -0.5985 0.2078 0.0612 0.3356
C -3.6561 1.3769 0.2227 -0.1523 -0.0755 0.0578
C 2.4666 -0.2292 0.4863 0.0623 0.3899 0.0544
C 1.5434 0.7765 0.7732 -0.2145 -0.1063 -0.0035
C -3.6558 1.1841 -1.1534 0.3347 0.1523 0.0945
C 0.6460 -2.8461 -0.4529 -0.3252 0.0215 0.3360
C -4.7767 0.6536 -1.7725 -0.1415 -0.0608 0.0062
C 3.2171 -2.5687 0.7220 0.2062 -0.1505 -0.4120
C 3.6663 0.1504 -0.1621 0.0725 -0.1797 0.0138
C 3.8805 1.4534 -0.5017 -0.1314 0.2750 0.0184
C -5.8964 0.3120 -1.0386 -0.0733 -0.0528 -0.1600
C -0.4694 2.8314 1.3176 -0.4120 -0.3854 -0.0886
C -1.4491 2.2925 0.2607 0.3714 0.0655 -0.0397
C -5.8956 0.5032 0.3349 0.0450 0.0206 0.0374
C 0.8955 -2.0897 0.8736 -0.3115 -0.0205 -0.4044
C 1.7387 2.1191 0.4441 0.2613 0.2810 -0.1657
C -0.7426 -3.4705 -0.4724 0.3095 0.2025 -0.1017
C 2.9464 2.4636 -0.2282 -0.1021 -1.3061 0.3006
H -0.4261 2.1176 2.1459 -0.0433 0.0885 -0.0037
H 3.0812 -3.2636 1.5605 0.0665 0.0357 -0.0578
H -6.7654 0.2415 0.9187 -0.0660 -0.0192 0.0597
H 4.2233 -2.1610 0.7893 -0.0112 -0.0020 0.0626
H 0.7356 -2.1228 -1.2745 -0.0248 0.0174 0.0945
H 3.7114 -4.1449 -0.6959 0.0501 0.0510 -0.0429
H 1.5353 -4.6199 -0.0151 -0.0058 0.0072 -0.0334
H 4.7847 1.7417 -1.0159 0.0067 -0.0262 -0.0036
H -0.9907 1.4435 -0.2667 -0.0617 0.1054 0.0220
H -1.5082 -2.7015 -0.4118 -0.1304 0.0469 0.0414
H 3.1325 -2.6390 -1.4385 0.1018 -0.0212 0.0221
H 0.8187 -2.7899 1.7143 -0.0712 0.0128 -0.0365
H -6.7648 -0.0987 -1.5303 -0.0714 -0.0356 -0.0458
H -0.8780 -4.0308 -1.3929 -0.0518 -0.0637 -0.0765
H 0.6461 0.5223 1.3086 -0.0924 -0.0104 0.0707
H 4.4105 -0.5802 -0.4281 0.0527 -0.0701 -0.0290
H -2.7968 1.4438 -1.7523 0.0943 0.0368 -0.0175
H -1.6776 3.0767 -0.4731 0.0237 -0.0915 0.0429
H -4.7665 0.5098 -2.8429 0.0031 -0.0088 -0.0813
H -4.7681 1.1882 2.0299 -0.0013 0.0176 0.1304
H 1.0522 3.9983 0.4189 -0.0059 -0.3468 0.1581
H 0.1365 -1.3224 0.9988 0.0103 0.0003 0.0719
H -0.8662 -4.1508 0.3681 -0.0482 -0.1003 0.1228
H -0.8540 3.7725 1.7131 0.0428 -0.0840 0.0385
```
Forces are in eV/Å.

* HOMO level: -7.96 eV
* LUMO: -0.073 eV
* gap between HOMO and LUMO: 0.290 Ha
* charge: 0
* SMILES: C[C@H]1CN(c2ccc([N+](=O)[O-])c(NCCOc3ccccc3)c2)CCN1

=====

An isolated molecule of C19H24N4O3, computed with wB97M-V/def2-TZVPD.

Structure (XYZ):
```
50
Properties=species:S:1:pos:R:3:forces:R:3
O 0.8178 2.5320 2.2986 0.0031 0.0015 0.0066
O -2.8411 -0.8508 1.0850 -0.0083 0.0138 0.0038
O 2.2059 2.3949 -1.7350 -0.0045 0.0202 0.0040
N -1.5583 -0.1280 -2.2054 0.0154 -0.0457 0.0019
N -3.2930 -1.1301 -3.1343 0.0016 0.0156 -0.0282
N 1.7259 1.1014 0.8021 -0.0097 -0.0289 0.0508
N -0.9210 0.2197 0.4754 0.1596 -0.1377 -0.0349
C -5.2945 -2.2800 -3.5657 -0.0242 -0.0141 0.0081
C -0.9601 -1.3895 3.3900 -0.0390 -0.0192 -0.0896
C 2.8795 1.9356 0.5018 0.0223 0.0226 0.0002
C -3.4747 -1.2267 -1.7608 0.0350 -0.0173 -0.0170
C -1.8026 -1.9515 4.0294 0.0129 0.0319 0.0707
C -5.5194 -2.3996 -2.1557 -0.0053 -0.0039 -0.0012
C 4.0171 1.0460 0.0125 0.0009 -0.0140 -0.0018
C 5.2924 1.8041 -0.3313 0.0048 0.0075 0.0026
C -0.4151 0.5269 1.8035 -0.2100 0.0749 0.0647
C 0.7542 1.4978 1.6604 0.0051 0.0047 -0.0241
C -2.3724 -0.5977 -1.2150 -0.0171 0.0578 0.0451
C 0.0660 -0.7027 2.6109 0.1512 -0.0299 0.0351
C -4.1975 -1.6543 -4.0325 0.0153 0.0117 -0.0070
C -4.6328 -1.8865 -1.2696 -0.0041 -0.0101 0.0001
C 2.4950 3.0228 -0.4900 0.0101 -0.0155 -0.0094
C -2.8667 -2.6107 4.7796 0.0103 -0.0024 -0.0224
C -2.0861 -0.4331 0.2235 -0.0288 0.0893 -0.0147
C 6.4390 0.8612 -0.6727 0.0049 0.0004 -0.0022
C -2.1188 -0.4559 -3.3393 -0.0308 0.0033 0.0205
H 1.7088 3.0046 -2.2859 -0.0035 -0.0057 -0.0006
H -1.1756 1.0496 2.3833 -0.0105 -0.0110 -0.0120
H 1.6256 3.5571 -0.0997 -0.0083 -0.0030 -0.0028
H 0.5506 -1.4059 1.9277 -0.0085 0.0077 -0.0072
H -0.4469 0.5995 -0.3315 -0.0291 -0.0154 -0.0120
H 6.1807 0.2279 -1.5238 -0.0004 -0.0006 0.0008
H 3.3186 3.7369 -0.5934 0.0011 -0.0045 -0.0060
H -4.7591 -1.9524 -0.1995 0.0042 0.0033 0.0031
H 6.6722 0.2064 0.1692 -0.0012 -0.0003 -0.0003
H -3.4365 -1.8820 5.3562 -0.0016 -0.0049 0.0062
H -3.9643 -1.5268 -5.0791 0.0051 0.0023 0.0029
H 0.8410 -0.3571 3.3020 -0.0017 0.0006 -0.0092
H -2.4610 -3.3492 5.4713 -0.0042 -0.0030 0.0006
H 7.3449 1.4110 -0.9292 0.0002 -0.0013 -0.0003
H 1.6063 0.2490 0.2791 0.0092 0.0202 -0.0201
H -6.4078 -2.9061 -1.8049 -0.0017 0.0009 -0.0052
H -6.0034 -2.6906 -4.2697 0.0010 0.0007 0.0002
H -1.7434 -0.2439 -4.3267 -0.0021 0.0003 -0.0032
H 3.1701 2.4323 1.4307 -0.0107 -0.0058 0.0012
H 3.6814 0.4916 -0.8695 -0.0008 0.0015 -0.0007
H 4.2304 0.3099 0.7937 -0.0028 0.0031 0.0009
H 5.5771 2.4418 0.5118 -0.0010 -0.0006 -0.0023
H 5.1055 2.4681 -1.1784 -0.0002 0.0003 0.0007
H -3.5537 -3.1167 4.1008 -0.0035 -0.0012 0.0032
```
Forces are in eV/Å.

* HOMO level: -8.09 eV
* LUMO: 0.468 eV
* gap between HOMO and LUMO: 0.314 Ha
* charge: 0
* SMILES: CC#CC[C@H](NC(=O)c1ncn2ccccc12)C(=O)N[C@H](CO)CCC